# 1
The molecule C14H18N2O5, computed with ωB97M-V/def2-TZVPD.

Values from the calculation:
Gap between HOMO and LUMO, eV: 9.93
SMILES: N[C@@H](CCC(=O)O)C(=O)N[C@@H](Cc1ccccc1)C(=O)O
Lowest unoccupied orbital energy, eV: 0.424

Last column: natural (NBO) charge in e.
Cartesian coordinates (Å):
H (-2.4415, 3.1106, -1.7611)  0.23
C (-1.8930, -1.7981, 0.1383)  -0.54
C (-2.2350, 2.8845, 0.3662)  -0.22
H (0.0420, 2.3153, -1.9834)  0.21
H (-2.0090, 2.6721, 2.4921)  0.22
O (4.4890, 1.3291, -0.5416)  -0.56
C (0.6453, -2.2777, -0.3291)  -0.15
C (1.1112, -1.5749, 0.9775)  0.67
C (3.7152, 0.3575, -0.6303)  0.76
C (-1.4757, 2.6387, 1.5096)  -0.20
O (-4.1693, -0.9887, 0.4074)  -0.69
H (-1.7036, -1.2402, 1.0938)  0.25
H (1.5264, -3.9702, 0.3218)  0.36
H (3.4009, -1.3765, -0.5975)  0.48
C (-0.1241, 2.4022, 1.4014)  -0.22
C (-0.4384, 2.5290, -1.0452)  -0.21
C (-1.7941, 2.8871, -0.9269)  -0.20
C (0.3313, 2.2578, 0.0964)  -0.03
C (1.8406, 1.9106, -0.1038)  -0.40
H (-0.4033, -0.7807, -1.3011)  0.20
O (-3.3263, -1.0996, -1.6795)  -0.58
H (1.4062, -2.2246, -1.0881)  0.20
C (-3.1314, -1.2350, -0.5001)  0.80
H (-1.0397, -2.3567, -1.7463)  0.24
H (0.3716, 2.0722, 2.3131)  0.22
H (0.0079, -3.8152, 0.9077)  0.37
H (1.6300, -0.0557, -1.0995)  0.22
H (2.3316, 2.1486, 0.8669)  0.22
C (-0.7177, -1.8036, -0.8793)  -0.39
O (4.2055, -0.8610, -0.8664)  -0.63
O (1.0312, -2.1677, 2.0417)  -0.61
H (2.2170, 2.5010, -0.9013)  0.24
H (-3.3193, 2.9816, 0.4270)  0.21
H (-4.8788, -0.6704, -0.1297)  0.49
N (1.9210, -0.4674, 0.8336)  -0.64
H (2.0940, -0.0789, 1.7583)  0.41
N (0.5878, -3.6732, 0.0216)  -0.82
C (2.2094, 0.4058, -0.2810)  -0.16
H (-2.0149, -2.8876, 0.4169)  0.26



# 2
The molecule C4H8N2O2, computed with ωB97M-V/def2-TZVPD.

Values from the calculation:
Expectation value of S²: 2.01
Gap between HOMO and LUMO (spin up / spin down), eV: 5.45 / 7.02
Lowest unoccupied orbital energy (spin up / spin down), eV: 0.668 / -2.711
Multiplicity: 3

Last column: natural (NBO) charge in e.
Cartesian coordinates (Å):
H (-3.1595, -0.3868, 0.5919)  0.22
O (-0.6692, -1.3937, -0.0460)  -0.22
H (1.6315, 1.2579, 1.5675)  0.22
N (-0.2517, 0.7886, -0.2904)  -0.35
C (-2.5233, 0.2271, -0.0502)  -0.66
H (1.3087, -0.4555, 1.8114)  0.23
O (1.8565, 0.5128, -1.2173)  -0.66
H (0.6952, -1.8108, -1.0897)  0.34
C (-1.1375, -0.1101, -0.2113)  0.21
H (-2.9844, 0.3912, -1.0102)  0.21
H (2.8013, -0.0174, 0.9062)  0.23
C (1.7630, 0.2482, 1.1301)  -0.62
H (-2.4836, 1.2853, 0.3152)  0.22
N (0.7369, -1.4117, -0.1558)  -0.35
H (1.3617, 0.6357, -2.0000)  0.49
C (1.0544, 0.2394, -0.2513)  0.48



# 3
A structure of composition C35H30CoF5N5O2S, computed with ωB97M-V/def2-TZVPD.

Values from the calculation:
Expectation value of S²: 0.77
Gap between HOMO and LUMO (spin up / spin down), eV: 7.65 / 7.61
Lowest unoccupied orbital energy (spin up / spin down), eV: 0.266 / 0.269
Multiplicity: 2

Last column: Mulliken spin population.
Cartesian coordinates (Å):
C (5.2593, 1.2960, 3.1105)  0.00
H (-6.0317, -3.3931, 0.6204)  0.00
C (-2.6772, -3.4854, 0.5251)  0.00
C (3.6909, 3.3769, 2.0715)  0.00
H (3.6612, 0.9505, 0.0138)  0.00
H (1.1143, -2.7431, -3.0079)  0.00
H (0.3142, -4.5832, 1.6712)  0.00
C (-4.1282, -3.8545, 0.6946)  0.00
F (-5.3582, -0.0058, -5.5564)  0.00
C (-5.1268, -1.6100, 0.0207)  0.00
C (4.9348, 3.6292, 2.6419)  0.00
C (-2.1647, -2.4663, -0.2657)  -0.01
C (-1.0442, 0.0774, 2.0193)  0.00
H (-0.7145, 2.5418, -1.2886)  0.00
C (-0.5529, 0.9152, 1.0249)  0.03
O (-4.4061, -4.9464, 1.1570)  0.00
F (-6.2588, 1.1446, -3.2614)  0.00
Co (-0.0260, -0.4623, -1.4637)  1.10
C (-1.7675, -4.2668, 1.2305)  0.00
H (-4.2887, -0.0060, 0.7678)  0.00
H (3.3987, 5.4305, 1.5275)  0.00
C (5.3812, -0.4491, -0.6942)  0.00
H (1.9249, 4.6199, 2.0550)  0.00
H (5.8609, 0.4910, 3.5114)  0.00
C (3.2275, -2.7979, -2.7417)  0.00
H (5.2981, 4.6492, 2.6746)  0.00
H (-2.7242, 3.4786, 1.3859)  0.00
C (-0.4164, -3.9936, 1.1351)  0.00
H (6.6860, 2.8284, 3.5789)  0.00
C (-2.3529, -0.3141, -3.5112)  -0.02
H (-6.1702, -1.3097, -0.1044)  0.00
H (-2.8048, -1.8415, -0.8661)  0.01
H (1.1473, 2.1708, 1.9267)  0.00
C (1.9648, -2.2665, -2.5368)  0.01
N (-5.1444, -3.0091, 0.3354)  0.00
H (6.2885, -0.9789, -0.9786)  0.00
C (5.7180, 2.6044, 3.1502)  0.00
H (5.5073, 0.5942, -1.0030)  0.00
N (0.5172, 0.4680, 0.1943)  -0.02
H (-3.5902, 1.9912, 3.1533)  0.00
C (1.7529, -1.1298, -1.7448)  -0.06
C (-0.6675, 3.0511, -0.3243)  0.01
H (1.0395, -2.6818, 0.2261)  0.00
N (1.9614, 1.7642, 1.4930)  0.00
H (-2.5198, -0.2091, 3.5458)  0.00
C (-2.8664, 0.2955, -2.3765)  0.02
H (3.6240, 0.0156, 2.5473)  0.00
C (-3.2496, -0.3915, -4.5827)  0.01
C (4.0136, 1.0263, 2.5686)  0.00
H (5.3233, -2.5997, -2.3176)  0.00
H (-1.2733, 3.9543, -0.3834)  0.00
C (2.8847, -0.5821, -1.1414)  -0.04
H (2.5863, 4.2767, 0.4622)  0.00
C (3.2394, 2.0560, 2.0444)  0.00
O (-4.5067, -0.8965, 1.0702)  0.00
C (4.1791, -1.0879, -1.3409)  -0.01
N (2.7899, 0.5325, -0.2662)  0.01
H (0.3719, 3.3500, -0.1774)  0.00
C (2.8559, 4.4875, 1.4982)  0.00
C (-4.5403, 0.0976, -4.5089)  0.00
C (4.3298, -2.1985, -2.1537)  0.00
C (-2.1334, 0.4586, 2.7875)  0.00
S (-0.7280, -0.9260, -3.5847)  -0.02
H (-2.1471, -5.0767, 1.8379)  0.00
H (5.3182, -0.4638, 0.3974)  0.00
F (-4.5722, 1.3261, -1.1084)  0.00
C (-5.0057, 0.6912, -3.3437)  0.00
C (-2.2451, 2.5237, 1.5690)  0.00
C (-1.1565, 2.1575, 0.7838)  -0.01
N (-0.8643, -2.1914, -0.3582)  0.03
H (-4.6237, -1.4285, -0.9313)  0.00
C (1.7182, 0.8990, 0.4604)  -0.01
C (-4.1491, 0.7899, -2.2654)  0.00
C (-2.7352, 1.6873, 2.5631)  0.00
F (-2.0617, 0.4072, -1.2761)  -0.01
H (3.3541, -3.6743, -3.3654)  0.00
C (-0.0067, -2.9420, 0.3337)  0.00
H (-0.5726, -0.8858, 2.1702)  0.00
F (-2.8636, -0.9570, -5.7260)  0.00



# 4
A cluster of 2 separate species, C5H14NOS in total, computed with ωB97M-V/def2-TZVPD.

Values from the calculation:
Gap between HOMO and LUMO (spin up / spin down), eV: 8.83 / 7.87
Lowest unoccupied orbital energy (spin up / spin down), eV: -3.915 / -4.593
Charge: +1

Last column: natural (NBO) charge in e.
Cartesian coordinates (Å):
H (1.3676, 0.7071, 1.3416)  0.21
H (-2.3602, -1.5225, -1.3876)  0.27
C (-2.3264, 0.1129, 1.4057)  -0.84
H (2.2085, 1.7944, -0.0690)  0.20
O (-0.4734, -0.9697, -0.0491)  -0.98
C (3.2935, -0.8672, -0.4203)  -0.41
H (3.2365, -1.8511, -0.0328)  0.24
H (3.6747, -0.7312, -1.4211)  0.23
H (-2.6182, -0.9641, 1.4813)  0.27
S (-1.4733, 0.1457, -0.1451)  1.67
C (-0.7746, 1.5606, -0.7007)  -0.74
C (1.7668, 0.9412, 0.2982)  -0.11
H (-2.2735, 0.1156, -2.1379)  0.26
H (1.6614, 0.0874, -1.3986)  0.43
N (1.9020, -0.2553, -0.4775)  -0.63
H (-1.2393, 2.3868, 0.0076)  0.20
C (-2.6499, -0.4952, -1.3716)  -0.78
H (-1.6100, 0.5298, 2.0790)  0.26
H (3.8649, -0.3915, 0.3631)  0.23
H (-3.1220, 0.7976, 1.5089)  0.26
H (0.9238, -0.8064, -0.3426)  0.49
H (-3.7125, -0.2089, -1.0348)  0.26



# 5
A cluster of 2 separate species, C4H13NOS in total, computed with ωB97M-V/def2-TZVPD.

Values from the calculation:
Gap between HOMO and LUMO, eV: 9.52
SMILES: CCNCCS.O
Lowest unoccupied orbital energy, eV: 0.778

Last column: natural (NBO) charge in e.
Cartesian coordinates (Å):
H (-1.6926, -0.5095, -2.1488)  0.19
H (-2.0287, -0.6859, 0.4319)  0.21
C (1.4788, -2.5412, -0.1750)  -0.61
H (-3.0097, 0.4319, -0.4441)  0.21
H (1.4839, -3.5175, 0.3133)  0.21
H (-2.3037, 1.6572, 1.6941)  0.12
H (1.9779, -1.8382, 0.4962)  0.21
C (-1.9770, 0.2143, -0.1453)  -0.53
H (0.7750, -0.1427, -0.6219)  0.35
H (-0.4832, -2.7229, -1.0457)  0.18
S (-1.3444, 1.6631, 0.7605)  -0.05
C (0.0651, -2.0378, -0.4042)  -0.22
C (-1.0976, -0.0231, -1.3583)  -0.23
H (4.1209, 1.7399, 1.5980)  0.47
H (-0.7815, 0.8830, -1.8686)  0.21
H (2.0415, -2.6574, -1.0998)  0.21
H (3.2841, 1.6402, 0.2838)  0.47
H (-0.4503, -1.9907, 0.5599)  0.16
O (3.2341, 1.6242, 1.2456)  -0.94
N (0.1307, -0.7592, -1.0990)  -0.63



# 6
A structure of composition C40H30Cl5InN5O5, computed with ωB97M-V/def2-TZVPD.

Values from the calculation:
Expectation value of S²: 0.76
Gap between HOMO and LUMO (spin up / spin down), eV: 4.00 / 6.94
Lowest unoccupied orbital energy (spin up / spin down), eV: 4.064 / 4.048
Charge: -2
Multiplicity: 2

Last column: Mulliken spin population.
Cartesian coordinates (Å):
H (-5.3488, -0.9540, -3.6593)  0.00
C (2.4363, 4.0028, -0.3265)  -0.01
C (-2.4723, -3.3166, -2.6360)  0.00
C (3.5205, 1.4620, -0.0116)  -0.02
C (-2.8222, 0.6112, 2.4549)  0.02
C (0.0062, -3.0562, 3.5032)  0.00
H (3.3912, -0.6828, -0.0500)  -0.01
N (1.4064, 0.7146, 0.9555)  0.17
C (-4.2584, -0.1991, -1.3518)  0.01
N (-2.0205, -1.9040, -0.6846)  0.07
C (-1.3607, 4.5888, -1.8843)  0.00
Cl (-2.1662, 6.0247, -1.3162)  0.01
H (2.0015, 4.9899, -0.4473)  0.00
Cl (0.8117, 0.8946, -3.2867)  0.02
C (-0.9736, -2.5098, 1.4010)  0.00
C (-0.3968, 2.9553, 5.0362)  0.00
C (3.6892, 3.7270, -0.8539)  0.01
H (5.2064, 2.2257, -1.0746)  0.00
H (-4.8076, 0.5339, -1.9461)  0.00
C (0.2928, 3.5528, -3.2895)  -0.01
C (-3.8324, -1.3550, -2.2124)  0.00
N (-0.1131, -1.5013, 1.2671)  0.19
O (2.6713, 0.0787, 2.7899)  0.00
H (-1.6568, -4.8667, -1.3956)  0.00
C (-0.9421, -3.3201, 2.5248)  0.00
C (-3.2041, -3.5514, -3.7936)  0.00
H (-1.1314, -4.9209, -3.0978)  0.00
H (-3.5572, 2.7915, 3.8392)  0.00
C (0.7936, -1.2277, 2.1987)  -0.02
C (-1.3681, -4.2621, -2.2600)  0.00
H (3.0941, -1.4766, -2.7965)  0.00
C (3.2689, -3.9890, 0.0575)  -0.01
C (-1.0228, 2.1824, -1.7692)  0.20
H (1.1476, -3.5030, 0.1956)  0.00
Cl (0.0971, 6.2573, -3.4559)  0.00
C (4.3921, -2.8386, -1.6917)  -0.01
C (-1.9492, 1.4641, 3.3657)  0.00
C (4.4424, -3.7399, -0.6386)  0.02
H (-0.4785, -3.6961, -1.9879)  0.00
O (-2.5353, -3.9111, 0.3409)  0.00
C (4.1267, 0.0988, 0.1564)  0.00
H (5.3688, -4.2215, -0.3596)  0.00
H (-1.6582, -4.1255, 2.5930)  0.00
Cl (1.5173, 3.6868, -4.5182)  0.01
H (0.0452, -3.6665, 4.3986)  0.00
H (0.5563, 3.6108, 2.0567)  0.00
C (2.0964, -3.3613, -0.2995)  0.01
C (0.8976, -2.0096, 3.3394)  0.00
H (-2.9509, -4.4148, -4.4011)  0.00
C (0.0704, 1.8365, 4.3690)  0.00
H (4.2335, 4.4827, -1.4069)  0.00
H (-0.0268, 4.2916, 0.5322)  0.00
O (-3.8988, 0.2617, 2.9471)  0.00
H (1.6543, -1.7556, 4.0669)  0.00
N (2.0670, -2.4770, -1.3320)  -0.01
C (2.2314, 1.7317, 0.4787)  0.01
Cl (-2.9755, 3.2130, -0.2013)  0.02
In (-0.6899, 0.0940, -0.2925)  0.10
H (-4.7982, -2.9040, -5.0868)  0.00
C (-0.3556, 4.7004, -2.8406)  0.01
C (-1.7207, 3.3316, 4.8392)  0.00
N (-0.6793, 1.1133, 3.5369)  0.00
O (0.9856, -1.8873, -1.6386)  -0.01
H (3.2460, -4.6708, 0.8962)  0.00
H (4.4428, -0.0551, 1.1905)  0.00
C (-4.5408, -1.6224, -3.3804)  0.00
H (1.0990, 1.5081, 4.4794)  0.00
C (-0.0498, 2.3246, -2.7355)  0.05
C (1.7083, 3.0325, 0.3509)  -0.03
C (-4.2364, -2.7108, -4.1798)  0.00
C (-1.9514, -2.8152, 0.2685)  0.03
C (-2.5133, 2.5680, 4.0078)  0.00
C (-2.7754, -2.2002, -1.8347)  0.02
H (0.2614, 3.5222, 5.6826)  0.00
C (1.7284, -0.0431, 1.9840)  0.04
C (3.2101, -2.2157, -2.0189)  0.01
C (4.2250, 2.4610, -0.6745)  0.00
H (-4.9001, -0.5414, -0.5360)  0.00
O (-2.3917, 0.3394, 1.2994)  0.02
H (-3.4270, 0.3008, -0.8669)  0.00
H (5.2782, -2.5882, -2.2588)  0.00
C (-1.6837, 3.3303, -1.3859)  0.04
H (-2.1244, 4.2082, 5.3334)  0.00
H (-0.3321, 2.5940, 0.9468)  0.00
C (0.3995, 3.4000, 0.9952)  0.03
H (4.9795, -0.0314, -0.5127)  0.00



Energy above the lowest of the compared OMol25 structures with the same formula, charge and spin in kJ/mol, matching the order above: 206.0, 331.8, 0.0, 708.7, 75.5, 0.0